(1)
Formula: C38H75NO26PS
Source: the Open Molecules 2025 dataset
Level of theory: ωB97M-V/def2-TZVPD

Geometry (Å):
C: 2.570 -0.989 6.181
C: 1.715 0.007 6.231
C: 0.659 0.271 5.186
C: -0.372 -0.841 5.080
O: 0.064 -2.148 5.104
P: -1.407 -3.189 5.093
O: -2.425 -1.765 5.532
C: -1.553 -0.836 6.025
N: -2.163 0.527 6.364
C: -2.361 0.628 7.553
S: -2.468 0.898 9.102
H: 3.155 -1.242 7.048
H: 2.705 -1.560 5.280
H: 1.752 0.700 7.060
H: 1.172 0.433 4.240
H: 0.137 1.198 5.410
H: -0.842 -0.696 4.087
H: -0.513 -4.327 4.965
H: -1.380 -3.423 6.520
H: -2.564 -4.040 4.908
H: -1.438 -2.891 3.675
H: -1.216 -1.261 6.983
C: -4.108 1.362 3.744
C: -2.928 1.366 2.800
O: -3.165 0.553 1.636
C: -3.977 1.054 0.718
O: -4.518 2.129 0.736
O: -4.091 0.140 -0.253
C: -5.003 0.494 -1.291
H: -4.367 0.339 4.018
H: -3.864 1.918 4.648
H: -4.992 1.811 3.290
H: -2.067 0.922 3.296
H: -2.650 2.376 2.497
H: -4.750 1.461 -1.721
H: -6.023 0.504 -0.909
H: -4.915 -0.271 -2.058
C: 5.140 1.718 11.986
C: 4.709 2.906 11.152
O: 3.506 2.642 10.422
C: 2.383 2.639 11.143
O: 2.300 2.858 12.325
O: 1.375 2.352 10.327
C: 0.102 2.227 10.972
H: 5.241 0.831 11.360
H: 6.097 1.921 12.469
H: 4.408 1.492 12.759
H: 5.465 3.120 10.399
H: 4.587 3.803 11.760
H: -0.133 3.121 11.548
H: 0.095 1.349 11.618
H: -0.640 2.095 10.185
C: 0.304 -1.828 -5.185
C: -0.336 -3.076 -4.619
O: -0.239 -3.125 -3.193
C: -1.052 -2.297 -2.527
O: -1.846 -1.538 -3.022
O: -0.814 -2.447 -1.233
C: -1.553 -1.549 -0.385
H: 1.340 -1.746 -4.851
H: 0.284 -1.845 -6.275
H: -0.215 -0.932 -4.847
H: 0.190 -3.958 -4.983
H: -1.379 -3.168 -4.927
H: -2.616 -1.621 -0.574
H: -1.208 -0.528 -0.534
H: -1.357 -1.843 0.642
C: 5.018 1.739 -2.972
C: 4.513 2.772 -3.957
O: 3.265 2.385 -4.551
C: 2.191 2.490 -3.767
O: 2.175 2.890 -2.634
O: 1.137 2.059 -4.460
C: -0.076 2.021 -3.701
H: 5.086 0.762 -3.452
H: 6.002 2.020 -2.599
H: 4.344 1.641 -2.122
H: 5.215 2.857 -4.782
H: 4.424 3.756 -3.496
H: -0.292 2.990 -3.256
H: -0.010 1.255 -2.930
H: -0.881 1.761 -4.382
C: 9.177 -0.633 -6.713
C: 8.657 0.387 -7.704
O: 7.403 -0.008 -8.278
C: 6.343 0.107 -7.479
O: 6.352 0.517 -6.345
O: 5.275 -0.318 -8.143
C: 4.069 -0.331 -7.366
H: 9.246 -1.616 -7.181
H: 10.164 -0.343 -6.353
H: 8.513 -0.725 -5.855
H: 9.347 0.471 -8.542
H: 8.566 1.376 -7.254
H: 3.869 0.647 -6.933
H: 4.136 -1.086 -6.584
H: 3.263 -0.589 -8.046
C: -5.120 -8.375 -3.369
C: -4.744 -7.067 -4.033
O: -4.110 -6.163 -3.122
C: -2.848 -6.457 -2.803
O: -2.211 -7.386 -3.229
O: -2.421 -5.546 -1.938
C: -1.099 -5.779 -1.435
H: -5.743 -8.191 -2.494
H: -5.666 -9.011 -4.066
H: -4.236 -8.915 -3.033
H: -5.643 -6.556 -4.373
H: -4.107 -7.226 -4.904
H: -0.385 -5.877 -2.249
H: -1.087 -6.666 -0.804
H: -0.830 -4.916 -0.835
C: -10.134 -0.599 4.347
C: -9.752 0.788 3.873
O: -9.185 1.580 4.922
C: -7.933 1.258 5.264
O: -7.264 0.398 4.761
O: -7.560 2.061 6.259
C: -6.260 1.770 6.789
H: -10.806 -0.535 5.205
H: -10.630 -1.150 3.548
H: -9.257 -1.164 4.660
H: -10.644 1.325 3.551
H: -9.068 0.748 3.025
H: -5.507 1.774 6.005
H: -6.268 0.810 7.302
H: -6.029 2.553 7.506
C: 2.530 5.489 -10.787
C: 3.918 5.173 -11.307
O: 4.894 5.149 -10.257
C: 4.857 4.078 -9.464
O: 4.106 3.145 -9.568
O: 5.799 4.221 -8.534
C: 5.810 3.172 -7.560
H: 2.538 6.427 -10.230
H: 1.826 5.575 -11.615
H: 2.174 4.712 -10.114
H: 4.242 5.957 -11.989
H: 3.937 4.231 -11.855
H: 5.895 2.202 -8.031
H: 4.908 3.216 -6.951
H: 6.675 3.326 -6.920

Values from the calculation:
Spin multiplicity: 1
M (g/mol): 1025.04
Total charge: -1
E (a.u.): -4243.510176
Max |F| (eV/Å): 2.0

=====

(2)
Formula: C42H49FN7O8ReS
Source: the Open Molecules 2025 dataset
Level of theory: ωB97M-V/def2-TZVPD

Geometry (Å):
Re: -0.447 -0.298 0.151
C: 3.152 -6.499 0.067
C: 2.144 -5.380 -0.087
C: 0.938 -5.540 -0.706
C: -0.012 -4.490 -0.887
C: -1.230 -4.940 -1.456
N: -2.406 -4.437 -1.738
C: -2.946 -3.055 -1.854
C: -4.143 -2.695 -0.936
C: -4.694 -3.690 0.088
N: -3.627 -4.141 1.035
C: -2.992 -3.405 1.861
C: -3.379 -2.070 2.300
C: -4.604 -1.761 2.896
C: -4.850 -0.489 3.405
C: -6.129 -0.152 4.139
C: -3.866 0.467 3.212
C: -2.673 0.190 2.541
C: -1.751 1.256 2.291
N: -0.698 1.148 1.592
C: 0.271 2.271 1.628
C: 1.689 1.766 1.343
C: 1.989 0.382 1.902
N: 1.334 -0.690 1.086
C: 1.918 -1.833 1.017
C: 1.503 -3.033 0.332
C: 2.369 -4.110 0.461
C: 0.331 -3.158 -0.487
O: -0.371 -2.179 -0.869
C: -2.421 -1.103 2.112
O: -1.311 -1.481 1.421
H: 2.885 -7.357 -0.547
H: 3.219 -6.838 1.103
H: 4.149 -6.170 -0.232
H: 0.675 -6.530 -1.075
H: -1.217 -6.007 -1.661
H: -3.023 -5.129 -2.139
H: -3.260 -2.983 -2.892
H: -2.143 -2.352 -1.698
H: -4.984 -2.425 -1.574
H: -3.895 -1.792 -0.380
H: -5.140 -4.581 -0.346
H: -5.461 -3.184 0.661
H: -3.245 -5.064 0.880
H: -2.056 -3.823 2.229
H: -5.350 -2.540 3.029
H: -6.721 -1.044 4.338
H: -6.741 0.539 3.554
H: -5.913 0.330 5.095
H: -4.046 1.483 3.557
H: -1.903 2.167 2.864
H: 0.226 2.731 2.613
H: -0.028 3.012 0.887
H: 2.393 2.472 1.781
H: 1.874 1.750 0.269
H: 1.639 0.292 2.934
H: 3.061 0.206 1.897
H: 2.851 -1.935 1.572
H: 3.284 -3.958 1.033
F: 7.186 -1.444 -3.335
C: 6.214 -0.560 -3.637
C: 5.050 -0.593 -2.920
C: 3.991 0.254 -3.240
C: 2.723 0.201 -2.450
O: 2.589 -0.577 -1.500
C: 1.705 1.121 -2.920
C: 1.953 1.919 -4.001
N: 3.104 1.979 -4.681
C: 3.231 2.877 -5.823
C: 2.615 4.235 -5.756
C: 4.104 4.090 -5.691
C: 4.160 1.134 -4.313
C: 5.367 1.180 -5.009
C: 6.419 0.340 -4.691
N: 7.635 0.451 -5.410
C: 7.593 0.549 -6.865
C: 8.552 1.650 -7.316
N: 9.686 1.735 -6.312
C: 10.040 0.367 -5.790
C: 8.882 -0.144 -4.923
C: 0.342 1.333 -2.410
O: -0.483 1.922 -3.054
O: 0.011 0.955 -1.152
H: 4.930 -1.308 -2.115
H: 1.164 2.565 -4.361
H: 3.216 2.358 -6.773
H: 2.103 4.529 -4.848
H: 2.168 4.615 -6.664
H: 4.569 4.256 -4.726
H: 4.697 4.397 -6.544
H: 5.487 1.903 -5.805
H: 6.595 0.791 -7.212
H: 7.862 -0.408 -7.324
H: 8.082 2.629 -7.348
H: 8.987 1.434 -8.288
H: 9.391 2.314 -5.528
H: 10.494 2.188 -6.735
H: 10.959 0.434 -5.218
H: 10.224 -0.254 -6.662
H: 9.034 0.153 -3.889
H: 8.896 -1.233 -4.962
C: -3.904 1.271 -2.158
S: -3.578 0.734 -0.527
O: -4.653 -0.121 -0.077
O: -3.275 1.875 0.277
O: -2.311 -0.127 -0.758
H: -4.961 1.536 -2.187
H: -3.686 0.469 -2.865
H: -3.272 2.137 -2.350

Values from the calculation:
Relative energy (zero: lowest compared OMol25 entry of this formula, charge and spin) (kJ/mol): 59.81
Spin multiplicity: 2
M (g/mol): 1017.17
Total charge: +3
Max |F| (eV/Å): 1.6
<S²>: 0.755

=====

(3)
Formula: C4H5NO
Source: the Open Molecules 2025 dataset
Level of theory: ωB97M-V/def2-TZVPD

Geometry (Å):
C: 0.865 -1.788 1.356
C: 0.997 -0.619 0.149
C: -0.103 0.266 0.097
C: -0.937 0.477 -1.094
N: 1.640 -0.808 1.429
O: -0.524 0.991 1.126
H: 1.493 -0.914 -0.783
H: -0.382 0.285 -2.043
H: -1.395 1.471 -1.013
H: -1.749 -0.242 -1.121
H: 0.096 0.881 1.898

Values from the calculation:
Relative energy (zero: lowest compared OMol25 entry of this formula, charge and spin) (kJ/mol): 304.21
Spin multiplicity: 1
M (g/mol): 83.09
Total charge: 0
Max |F| (eV/Å): 3.5

=====

(4)
Formula: C18H24N2OS
Source: the Open Molecules 2025 dataset
Level of theory: ωB97M-V/def2-TZVPD

Geometry (Å):
C: -2.030 -3.800 -2.469
C: -1.685 -3.589 -1.081
N: -2.065 -4.584 -0.178
C: -1.778 -4.200 1.022
S: -0.766 -2.819 1.147
C: -0.820 -2.566 -0.548
C: 0.002 -1.696 -1.362
N: 0.942 -0.969 -0.479
C: 2.260 -1.635 -0.269
C: 2.746 -1.707 1.168
C: 2.397 -0.474 1.898
C: 0.968 0.060 1.596
C: 0.684 0.369 0.109
C: 1.533 1.395 -0.764
C: 1.375 2.837 -0.330
C: -0.107 3.214 -0.120
C: -1.012 2.869 -1.142
C: -2.418 3.004 -1.019
C: -2.828 3.389 0.246
C: -1.937 3.760 1.330
O: -2.327 4.196 2.526
C: -0.585 3.849 1.045
H: -2.724 -2.986 -2.783
H: -2.485 -4.742 -2.697
H: -1.159 -3.638 -3.149
H: -2.162 -4.832 1.819
H: 0.486 -2.322 -2.074
H: -0.764 -1.055 -1.768
H: 2.121 -2.677 -0.703
H: 3.071 -1.210 -0.871
H: 3.809 -1.835 1.202
H: 2.388 -2.631 1.641
H: 3.175 0.317 1.739
H: 2.256 -0.624 2.979
H: 0.831 0.834 2.308
H: 0.315 -0.676 2.009
H: -0.306 0.706 0.179
H: 2.541 1.022 -0.835
H: 1.192 1.224 -1.821
H: 1.803 3.544 -1.120
H: 2.135 2.881 0.591
H: -0.604 2.474 -2.074
H: -2.949 2.781 -1.927
H: -3.948 3.489 0.323
H: -1.629 4.753 2.935
H: 0.058 4.299 1.771

Values from the calculation:
Relative energy (zero: lowest compared OMol25 entry of this formula, charge and spin) (kJ/mol): 424.99
SMILES string: Cc1ncsc1CN1CCCC[C@H]1CCc1cccc(O)c1
Spin multiplicity: 1
M (g/mol): 316.47
Total charge: 0
Max |F| (eV/Å): 5.7

=====

(5)
Formula: C7H4F3O3S
Source: the Open Molecules 2025 dataset
Level of theory: ωB97M-V/def2-TZVPD

Geometry (Å):
C: 1.158 0.460 0.895
C: 1.279 1.741 1.309
C: 0.106 1.568 -0.839
C: 0.482 0.351 -0.351
C: -2.097 -0.114 0.991
C: 0.190 -0.902 -1.057
C: 1.040 -1.931 -0.988
O: -1.988 0.544 1.981
O: -2.551 0.037 -0.126
O: -0.916 -1.002 -1.815
F: 0.900 -3.115 -1.606
F: -1.537 -1.488 1.153
F: 2.249 -1.898 -0.391
S: 0.573 2.851 0.196
H: 1.493 -0.387 1.462
H: 1.721 2.114 2.211
H: -0.427 1.773 -1.744
H: -1.675 -0.600 -1.279

Values from the calculation:
Relative energy (zero: lowest compared OMol25 entry of this formula, charge and spin) (kJ/mol): 0.00
Spin multiplicity: 1
M (g/mol): 225.17
Total charge: -1
Max |F| (eV/Å): 1.5

=====

(6)
Formula: C56H43N3O2P2PtS2
Source: the Open Molecules 2025 dataset
Level of theory: ωB97M-V/def2-TZVPD

Geometry (Å):
Pt: -0.874 -0.445 -0.922
O: 1.763 -0.226 -2.462
S: 1.447 -0.356 -1.039
C: 2.304 0.942 -0.214
C: 3.523 0.646 0.366
C: 4.424 1.644 0.775
C: 4.080 2.950 0.554
C: 4.846 4.228 0.766
C: 3.838 5.357 0.430
C: 2.623 4.639 -0.096
C: 1.444 5.099 -0.615
C: 0.454 4.161 -0.947
C: 0.605 2.788 -0.805
P: -0.993 1.937 -1.065
C: -1.669 2.430 -2.569
C: -2.522 3.570 -2.659
C: -2.997 4.043 -3.841
C: -2.654 3.336 -5.039
C: -1.917 2.208 -5.039
C: -1.373 1.612 -3.792
C: -2.010 2.554 0.305
C: -1.415 2.952 1.500
C: -2.196 3.334 2.581
C: -3.579 3.320 2.477
C: -4.181 2.930 1.287
C: -3.404 2.543 0.208
C: 1.853 2.289 -0.354
C: 2.811 3.250 0.018
C: 2.140 -1.827 -0.374
C: 3.217 -2.299 -1.098
C: 3.928 -3.444 -0.713
C: 3.531 -4.091 0.426
C: 4.094 -5.306 1.114
C: 3.153 -5.554 2.321
C: 2.150 -4.433 2.265
C: 1.095 -4.120 3.076
C: 0.294 -3.019 2.725
C: 0.516 -2.228 1.610
P: -0.713 -0.923 1.388
C: -0.402 0.216 2.764
C: -1.271 0.311 3.849
C: -0.931 1.095 4.943
C: 0.271 1.784 4.966
C: 1.149 1.678 3.895
C: 0.818 0.892 2.805
C: -2.363 -1.614 1.658
C: -3.406 -0.698 1.836
C: -4.710 -1.149 1.947
C: -4.985 -2.507 1.857
C: -3.956 -3.413 1.645
C: -2.644 -2.972 1.541
C: 1.643 -2.499 0.780
C: 2.412 -3.620 1.144
H: 3.818 -0.385 0.492
H: 5.375 1.362 1.206
H: 5.703 4.250 0.090
H: 5.243 4.303 1.778
H: 4.233 6.068 -0.294
H: 3.573 5.930 1.321
H: 1.244 6.154 -0.749
H: -0.490 4.543 -1.313
H: -2.787 4.097 -1.749
H: -3.599 4.938 -3.883
H: -3.000 3.722 -5.991
H: -1.687 1.697 -5.966
H: -0.313 1.348 -3.902
H: -0.337 2.996 1.585
H: -1.721 3.649 3.501
H: -4.189 3.631 3.315
H: -5.260 2.938 1.197
H: -3.879 2.243 -0.715
H: 3.509 -1.762 -1.993
H: 4.767 -3.782 -1.306
H: 5.119 -5.115 1.436
H: 4.135 -6.159 0.436
H: 3.694 -5.552 3.268
H: 2.650 -6.519 2.251
H: 0.857 -4.694 3.961
H: -0.551 -2.793 3.365
H: -2.204 -0.231 3.864
H: -1.609 1.156 5.784
H: 0.532 2.391 5.823
H: 2.100 2.195 3.916
H: 1.523 0.801 1.992
H: -3.203 0.367 1.882
H: -5.513 -0.438 2.096
H: -6.004 -2.859 1.942
H: -4.172 -4.469 1.556
H: -1.852 -3.682 1.352
N: -4.180 0.832 -3.359
C: -3.158 0.177 -2.867
S: -3.228 -0.535 -1.283
N: -1.988 0.167 -3.556
N: -1.138 -0.761 -2.958
C: -0.358 -1.493 -3.684
C: 0.245 -2.684 -3.184
C: 1.027 -3.446 -4.074
C: 1.502 -4.683 -3.725
C: 1.172 -5.196 -2.466
C: 0.407 -4.479 -1.574
C: -0.057 -3.190 -1.887
O: -0.763 -2.562 -0.967
H: -5.036 0.922 -2.837
H: -4.111 1.238 -4.286
H: -0.286 -1.270 -4.747
H: 1.230 -3.041 -5.059
H: 2.093 -5.264 -4.418
H: 1.521 -6.183 -2.186
H: 0.143 -4.888 -0.607

Values from the calculation:
Relative energy (zero: lowest compared OMol25 entry of this formula, charge and spin) (kJ/mol): 197.99
Spin multiplicity: 1
M (g/mol): 1111.14
Total charge: +2
Max |F| (eV/Å): 1.4

=====

(7)
Formula: C3H4O3
Source: the Open Molecules 2025 dataset
Level of theory: ωB97M-V/def2-TZVPD

Geometry (Å):
O: -2.536 0.223 -0.088
C: -1.539 -0.510 0.108
C: -0.174 0.193 0.021
O: -0.304 1.541 0.004
C: 1.025 -0.406 0.122
O: 2.100 0.351 0.003
H: -1.787 -1.597 0.139
H: -1.209 1.778 -0.014
H: 1.258 -1.506 0.172
H: 2.021 1.326 -0.106

Values from the calculation:
Relative energy (zero: lowest compared OMol25 entry of this formula, charge and spin) (kJ/mol): 185.74
SMILES string: O=C/C(O)=C/O
Spin multiplicity: 1
M (g/mol): 88.06
Total charge: 0
Max |F| (eV/Å): 3.7